Computed, not measured: 11 unconnected molecules or ions with the total composition H22O11, with the ωB97M-V functional and the def2-TZVPD basis.

The total energy is -22866.901 eV. The calculation puts the energy relative to the best compared isomer or geometry (same formula, charge and spin) at 81.9 kcal/mol. As for the net charge: +1. For the HOMO energy (spin up / spin down), the calculation gives -13.69 / -13.61 eV. As for the spin multiplicity: 2. Its expectation value of S² is 0.756. The orbital gap (spin up / spin down) is 0.3843 / 0.0670 hartree.

Geometry as XYZ:
```
33
Properties=species:S:1:pos:R:3:lowdin_charge:R:1
O -1.86537 2.21394 -1.06553 -0.048
H -1.23925 2.93676 -1.15073 0.025
H -2.51879 2.67400 -0.52785 0.034
O 2.24403 -3.40022 -2.50901 0.076
H 1.87296 -2.52450 -2.39490 0.001
H 2.91911 -3.56699 -3.17140 0.084
O -0.98567 3.72292 1.70137 -0.040
H -1.76639 4.18949 2.00752 0.053
H -0.17300 4.17386 1.89786 0.007
O 2.30767 4.03774 1.79382 0.189
H 2.81061 4.45768 1.08243 0.114
H 2.33140 3.09264 1.68323 0.042
O 1.80220 1.91641 0.26590 -0.011
H 2.28569 1.15825 -0.03501 0.028
H 0.87705 1.77728 0.03616 0.059
O 1.81848 -1.05554 -1.35932 -0.012
H 1.04740 -1.64355 -1.32260 0.069
H 2.35940 -1.36533 -0.62510 0.046
O -3.95248 -3.01036 -1.01217 -0.045
H -3.32924 -3.26182 -1.68045 0.016
H -4.52939 -2.43210 -1.51580 0.030
O -0.27662 0.90508 4.26515 0.102
H -0.55188 1.84627 4.27698 0.084
H -0.42035 0.90228 3.29343 0.078
O -0.54635 -3.89480 0.46376 -0.052
H 0.30376 -3.92223 0.89267 0.021
H -1.27891 -4.23841 0.97326 0.042
O -2.46836 -0.87031 -4.02321 -0.046
H -1.63157 -0.85711 -3.54691 0.023
H -3.06650 -0.87594 -3.26941 0.021
O 2.12565 -1.05117 1.83306 -0.003
H 1.19906 -1.28697 1.78770 0.042
H 2.29563 -0.74723 0.95511 -0.031
```

=====

Computed, not measured: a molecular structure, H23O11, with the ωB97M-V functional and the def2-TZVPD basis.

The total energy is -22874.743 eV. The calculation puts the energy relative to the best compared isomer or geometry (same formula, charge and spin) at 26.8 kcal/mol. As for the net charge: +2. For the HOMO energy (spin up / spin down), the calculation gives -16.72 / -16.71 eV. As for the spin multiplicity: 2. Its expectation value of S² is 0.757. The orbital gap (spin up / spin down) is 0.3757 / 0.1028 hartree.

Geometry as XYZ:
```
34
Properties=species:S:1:pos:R:3:lowdin_charge:R:1
O -1.98344 -2.94522 -2.80567 0.194
H -2.15127 -3.32173 -1.93220 0.145
H -1.06942 -2.99872 -3.13130 0.158
O -1.89543 3.14680 0.49341 -0.047
H -1.41267 3.08348 -0.32709 -0.008
H -2.19399 -1.79757 -2.71157 0.074
O 1.90952 -1.82513 -1.55243 0.017
H -0.28252 -4.08085 0.22777 0.056
H 3.19333 1.49553 0.80077 0.037
O 0.38119 1.87540 -1.13075 0.185
H 0.96735 2.13776 -1.87936 0.133
H 3.41722 -2.29346 2.96371 0.035
O -0.85761 2.14292 2.82634 -0.040
H -1.58455 2.52255 3.32522 0.075
H 1.13663 1.63774 -0.54551 0.079
O -3.23059 -0.40476 -0.23376 -0.039
H -2.52004 0.14373 0.12674 0.051
H 1.38709 -1.82538 -0.74125 0.011
O -2.63123 -0.61770 -2.66927 0.096
H 2.75542 -2.13417 -1.18265 0.084
O 2.66082 -2.80027 2.69175 -0.039
H 1.80674 -2.41377 2.88788 0.029
H -1.36584 2.66989 1.15419 -0.024
O 2.05557 3.62118 -0.04024 0.127
H -2.20977 -0.00701 -2.05400 0.094
H 2.29133 4.55284 -0.21483 0.131
O 0.46873 -3.64847 -0.17901 -0.044
H 1.75528 3.66013 0.88637 0.108
H 1.13645 -3.36494 0.45147 0.026
O 2.75286 1.12013 1.57911 -0.023
H 3.22177 1.61270 2.26971 0.070
H -3.89069 0.29345 -0.37625 0.086
H -0.51003 1.38331 3.29114 0.056
H -3.50821 -0.62038 -2.26844 0.109
```

=====

Computed, not measured: 12 unconnected molecules or ions with the total composition H23O12, with the ωB97M-V functional and the def2-TZVPD basis.

The total energy is -24941.796 eV. The calculation puts the energy relative to the best compared isomer or geometry (same formula, charge and spin) at 143.3 kcal/mol. As for the net charge: -1. For the HOMO energy, the calculation gives -6.29 eV. The orbital gap is 0.3331 hartree.

Geometry as XYZ:
```
35
Properties=species:S:1:pos:R:3:lowdin_charge:R:1
O -2.63328 4.01223 -0.93518 -0.137
H -1.59947 -0.67042 3.25238 0.066
H 0.66603 1.70599 0.08586 0.052
O -2.28372 -3.05339 0.17300 -0.085
H -2.99776 -3.10145 0.84566 0.064
H -1.87323 -2.16012 0.15352 0.035
O 3.67528 2.88491 1.14576 -0.091
H 2.84594 2.81520 1.44969 -0.083
O -0.66446 1.88350 0.39735 -0.250
H 2.18087 -0.64431 -3.91812 0.046
H -0.77952 1.45759 -0.31940 -0.167
O -1.51274 -0.11288 4.10272 -0.059
H -3.85316 0.99002 0.39868 0.026
H 2.27134 -0.35197 -2.32721 -0.042
O -0.36269 -0.58028 1.34283 -0.133
H -0.65867 0.40396 1.30524 0.026
H 3.57109 2.18019 0.36894 0.096
O 1.59385 -1.02105 -4.69897 -0.184
H 0.79977 -0.30628 -4.56031 0.109
H 0.20653 -0.60448 0.56644 0.001
O 3.37697 -2.62683 -0.91659 0.032
H 2.77936 -3.27030 -0.69778 -0.029
H 4.12284 -2.81336 -0.45328 -0.018
O -4.49546 0.60987 0.98257 -0.007
H -4.59287 0.73404 1.86252 -0.028
H -2.17963 3.02108 -0.79329 0.101
O 1.60949 1.15920 0.45140 -0.217
H -2.81443 4.33578 -0.08756 -0.031
H -0.38121 -3.53367 0.10942 -0.111
O 0.38559 -3.17092 -0.05688 -0.043
H 1.37618 0.99636 1.34603 0.003
H -1.16190 0.64605 3.77291 -0.044
O 1.56365 0.20320 -2.17670 -0.069
H 0.24198 -2.58036 -0.93969 0.142
H 1.57742 0.56288 -1.23198 0.031
```

=====

Computed, not measured: a molecular structure, H23O12, with the ωB97M-V functional and the def2-TZVPD basis.

The total energy is -24945.103 eV. The calculation puts the energy relative to the best compared isomer or geometry (same formula, charge and spin) at 67.0 kcal/mol. As for the net charge: -1. For the HOMO energy, the calculation gives -6.60 eV. The orbital gap is 0.3359 hartree.

Geometry as XYZ:
```
35
Properties=species:S:1:pos:R:3:lowdin_charge:R:1
O 0.97139 -0.60570 1.62653 -0.303
H -2.20202 -0.76006 -1.50008 0.032
H -0.29271 0.58145 -1.03511 0.038
O -2.12981 3.94127 -0.43885 -0.062
H -2.16760 3.32704 -1.18464 0.016
H -1.22644 3.77427 -0.13634 0.040
O -1.97543 1.78768 3.36302 -0.078
H -1.29898 1.97194 2.69448 0.002
O -0.42376 1.05579 -0.20032 -0.069
H 1.03820 0.66075 1.77585 -0.042
H 0.20305 0.52428 0.32915 -0.013
O -2.06338 -1.43071 -0.81305 -0.046
H -0.89856 -1.32760 2.34388 -0.009
H 3.09740 -1.26083 -2.16216 -0.034
O -1.50962 -2.05435 2.54629 -0.079
H -2.15918 -1.99760 1.83698 0.014
H -1.72901 0.91328 3.68151 0.021
O 1.02069 1.70064 2.34055 -0.251
H 1.61207 2.20134 1.76719 -0.028
H -2.17831 -2.76023 -2.59944 -0.008
O -3.20465 1.27912 -1.15664 -0.060
H -3.14688 2.04117 -0.56741 0.017
H -2.66236 0.65193 -0.66946 -0.012
O 4.64290 -0.19929 -0.64708 -0.041
H 4.04036 0.42825 -0.25768 0.017
H 4.81499 -0.86430 0.02032 0.049
O -1.88184 -3.63903 -2.83344 -0.065
H 1.61837 -0.62873 2.34112 0.018
H 1.77436 -0.94205 0.16162 0.011
O 1.92481 -0.74361 -0.79462 -0.090
H -1.31661 -3.84944 -2.08811 0.029
H 2.25317 0.15115 -0.66846 0.023
O 3.36922 -1.78292 -2.92890 -0.082
H -1.27023 -0.97229 -0.47950 0.030
H 3.35636 -1.17261 -3.66724 0.019
```

=====

Computed, not measured: 12 unconnected molecules or ions with the total composition H24O12, with the ωB97M-V functional and the def2-TZVPD basis.

The total energy is -24960.014 eV. The calculation puts the energy relative to the best compared isomer or geometry (same formula, charge and spin) at 18.8 kcal/mol. As for the net charge: -1. For the HOMO energy (spin up / spin down), the calculation gives 0.26 / -7.36 eV. As for the spin multiplicity: 2. Its expectation value of S² is 0.750. The orbital gap (spin up / spin down) is 0.0740 / 0.3525 hartree.

Geometry as XYZ:
```
36
Properties=species:S:1:pos:R:3:lowdin_charge:R:1
O 3.31666 0.49063 -0.69545 -0.100
H 3.23936 -0.45839 -0.59736 -0.016
H 2.42571 0.81803 -0.57197 -0.056
O -0.62031 2.79444 1.42891 -0.069
H -0.29753 2.08099 1.97940 -0.042
H -0.92688 3.45612 2.04893 0.041
O 0.20367 0.91215 3.03681 -0.042
H -0.28157 0.14960 3.35192 0.039
H 0.95836 0.97507 3.62223 0.059
O 1.75929 -1.96116 -1.11100 -0.098
H 0.90673 -2.38789 -1.02572 0.008
H 2.19459 -2.43427 -1.82018 0.030
O 0.16126 -0.29810 -3.27053 -0.209
H 1.03514 -0.04601 -2.97215 0.008
H 0.28560 -0.56086 -4.18252 -0.017
O -0.12140 -2.86406 1.37061 -0.082
H -0.46640 -2.21428 0.75826 -0.036
H -0.84133 -3.02505 1.98053 0.003
O -0.71514 -0.53904 -0.19427 -0.079
H -0.11323 0.09629 0.19341 0.016
H -0.45077 -0.59056 -1.11280 0.004
O -3.10951 1.13695 -0.80779 -0.087
H -3.23879 1.23771 -1.75085 -0.005
H -2.33087 0.58571 -0.72983 -0.034
O 2.84668 -0.75192 2.35070 -0.059
H 2.74503 -0.88897 3.29256 0.015
H 2.09619 -0.21121 2.10449 -0.011
O -2.03192 -1.02902 2.62071 -0.056
H -2.83286 -1.50326 2.39750 0.047
H -2.05954 -0.24194 2.07666 0.022
O 1.05635 1.91881 -0.67676 -0.071
H 0.65044 2.45018 0.00817 0.004
H 0.71995 2.28425 -1.49501 0.044
O -2.40215 0.26872 -3.70282 -0.130
H -2.21182 0.14006 -4.63203 0.004
H -1.54901 0.21027 -3.27274 -0.046
```

=====

Computed, not measured: 12 unconnected molecules or ions with the total composition H24O12, with the ωB97M-V functional and the def2-TZVPD basis.

The total energy is -24958.467 eV. The calculation puts the energy relative to the best compared isomer or geometry (same formula, charge and spin) at 54.5 kcal/mol. As for the net charge: -1. For the HOMO energy (spin up / spin down), the calculation gives -0.09 / -7.19 eV. As for the spin multiplicity: 2. Its expectation value of S² is 0.751. The orbital gap (spin up / spin down) is 0.0959 / 0.3539 hartree.

Geometry as XYZ:
```
36
Properties=species:S:1:pos:R:3:lowdin_charge:R:1
O 3.02198 -1.08825 -0.70914 -0.065
H 2.53816 -1.33175 0.10256 0.036
H 2.89991 -0.14673 -0.83241 -0.005
O 0.62833 -0.03871 0.61405 -0.130
H -0.25671 -0.30507 0.35173 0.022
H 1.19705 -0.57436 0.03437 0.004
O 2.80869 1.72429 -0.11896 -0.169
H 2.86804 2.75317 -0.19349 0.052
H 1.92279 1.67547 0.23670 -0.033
O -3.42693 -1.96435 -0.44018 -0.056
H -3.20596 -2.25985 -1.33722 0.040
H -4.26071 -1.50424 -0.45850 0.016
O -0.42266 -2.52519 1.23029 -0.116
H -1.25114 -2.73579 1.68850 0.030
H 0.00661 -1.97872 1.93376 0.005
O -0.44267 -0.51981 2.97488 -0.159
H -0.33974 0.07572 2.17392 0.022
H -0.34602 0.17298 3.65296 0.035
O -4.01116 1.17476 0.51350 -0.077
H -3.75794 1.55934 1.35342 0.019
H -3.86053 0.23176 0.47024 -0.017
O -0.77075 -2.06544 -3.11379 -0.108
H -0.16499 -2.83330 -3.17596 0.025
H -0.74309 -1.92028 -2.11593 0.045
O 2.94251 3.60948 1.38155 -0.145
H 1.98314 3.69998 1.25083 -0.010
H 2.98377 3.48570 2.32209 0.008
O 1.38131 -3.48434 -1.92791 -0.053
H 2.08323 -2.97920 -1.54312 0.003
H 0.96433 -4.16038 -1.37245 0.058
O -1.15286 4.56344 0.50411 -0.170
H -0.30659 4.68720 0.04667 -0.026
H -1.02209 3.64536 0.75114 -0.049
O -0.23618 0.44860 -1.69916 -0.086
H -0.46952 -0.23821 -2.36056 0.010
H 0.21840 1.14675 -2.18851 0.044
```

=====

Repeat the fourth record exactly.
Computed, not measured: a molecular structure, H23O12, with the ωB97M-V functional and the def2-TZVPD basis.

The total energy is -24945.103 eV. The calculation puts the energy relative to the best compared isomer or geometry (same formula, charge and spin) at 67.0 kcal/mol. As for the net charge: -1. For the HOMO energy, the calculation gives -6.60 eV. The orbital gap is 0.3359 hartree.

Geometry as XYZ:
```
35
Properties=species:S:1:pos:R:3:lowdin_charge:R:1
O 0.97139 -0.60570 1.62653 -0.303
H -2.20202 -0.76006 -1.50008 0.032
H -0.29271 0.58145 -1.03511 0.038
O -2.12981 3.94127 -0.43885 -0.062
H -2.16760 3.32704 -1.18464 0.016
H -1.22644 3.77427 -0.13634 0.040
O -1.97543 1.78768 3.36302 -0.078
H -1.29898 1.97194 2.69448 0.002
O -0.42376 1.05579 -0.20032 -0.069
H 1.03820 0.66075 1.77585 -0.042
H 0.20305 0.52428 0.32915 -0.013
O -2.06338 -1.43071 -0.81305 -0.046
H -0.89856 -1.32760 2.34388 -0.009
H 3.09740 -1.26083 -2.16216 -0.034
O -1.50962 -2.05435 2.54629 -0.079
H -2.15918 -1.99760 1.83698 0.014
H -1.72901 0.91328 3.68151 0.021
O 1.02069 1.70064 2.34055 -0.251
H 1.61207 2.20134 1.76719 -0.028
H -2.17831 -2.76023 -2.59944 -0.008
O -3.20465 1.27912 -1.15664 -0.060
H -3.14688 2.04117 -0.56741 0.017
H -2.66236 0.65193 -0.66946 -0.012
O 4.64290 -0.19929 -0.64708 -0.041
H 4.04036 0.42825 -0.25768 0.017
H 4.81499 -0.86430 0.02032 0.049
O -1.88184 -3.63903 -2.83344 -0.065
H 1.61837 -0.62873 2.34112 0.018
H 1.77436 -0.94205 0.16162 0.011
O 1.92481 -0.74361 -0.79462 -0.090
H -1.31661 -3.84944 -2.08811 0.029
H 2.25317 0.15115 -0.66846 0.023
O 3.36922 -1.78292 -2.92890 -0.082
H -1.27023 -0.97229 -0.47950 0.030
H 3.35636 -1.17261 -3.66724 0.019
```